A structure of composition C47H55GeHfN8O7, computed with ωB97M-V with the def2-TZVPD basis set.

Geometry as XYZ:
```
119
Properties=species:S:1:pos:R:3:forces:R:3:mulliken_charge:R:1
Hf -0.87573 -0.86110 0.31552 0.633 1.781 -0.833 1.004
O -3.56970 -0.31342 6.08461 0.043 -0.061 -0.199 -0.591
C -2.93740 -0.34271 4.88127 -0.050 0.025 0.167 0.590
C -1.98225 0.59378 4.52157 -0.105 -0.147 -0.044 -0.891
C -1.36933 0.50111 3.28014 0.541 0.557 -0.013 -0.883
N -1.67694 -0.46569 2.40958 -0.491 -0.308 0.588 1.713
C -2.61539 -1.37319 2.76971 -0.184 0.018 0.189 0.275
C -3.26122 -1.35304 3.98669 0.127 0.115 -0.078 -0.785
C -3.02248 -2.46218 1.75332 0.054 0.298 0.375 0.037
O -3.89952 -3.24310 2.06769 -0.008 -0.007 -0.052 -0.775
O -2.37786 -2.39312 0.65076 0.104 -0.076 0.256 -0.841
C -0.26932 1.58811 3.05378 -0.725 -0.688 0.506 0.745
O 0.01055 2.24958 4.05321 0.132 -0.027 -0.417 -0.842
O 0.30081 1.76113 1.91987 0.093 0.132 -0.540 0.313
H -3.25007 0.43454 6.60127 0.046 0.011 -0.057 0.327
H -1.67036 1.39602 5.17483 -0.003 0.014 0.023 0.581
H -3.99637 -2.11335 4.19549 -0.052 -0.035 0.042 0.601
O -1.62312 -3.18183 -6.24691 -0.012 -0.006 -0.014 -0.508
C -2.13087 -1.93922 -5.77680 0.019 -0.028 0.029 -0.543
C -1.55848 -1.59825 -4.43205 -0.224 0.251 -0.176 0.017
C -1.73318 -0.23072 -3.96193 0.206 -0.127 -0.024 -1.582
C -1.31770 0.08217 -2.71959 0.171 0.043 0.393 -0.614
N -0.74840 -0.79897 -1.83003 -0.497 -0.392 -0.185 1.136
C -0.45991 -2.11386 -2.32158 0.013 0.124 -0.277 0.358
C -0.94010 -2.48739 -3.64167 0.263 0.141 0.197 -1.009
C 0.19150 -2.96321 -1.47656 0.319 -0.399 0.163 0.882
C 0.74472 -4.24836 -1.86345 -0.222 0.284 -0.066 -0.697
C 1.29290 -5.08229 -0.96581 0.135 -0.081 0.192 0.380
C 1.84328 -6.41990 -1.35163 0.050 0.003 -0.030 -0.950
O 0.94786 -7.49075 -1.02549 0.003 -0.024 0.115 -0.505
C 1.29054 -4.69872 0.43612 -0.104 -0.167 -0.053 -1.565
C 0.82448 -3.48064 0.77917 0.089 0.337 -0.465 -0.118
N 0.39234 -2.53817 -0.12935 -0.188 -0.550 0.009 0.239
H -2.08468 -3.39995 -7.06065 0.010 -0.024 0.023 0.303
H -3.22873 -1.98771 -5.70912 0.031 0.044 0.030 0.228
H -1.88894 -1.13385 -6.48435 0.031 -0.006 0.038 0.281
H -2.16265 0.53780 -4.59110 -0.019 -0.001 -0.070 0.445
H -1.41144 1.09708 -2.34126 -0.071 -0.117 -0.021 0.381
H -0.81811 -3.50611 -3.97523 0.008 -0.057 -0.020 0.461
H 0.73457 -4.51940 -2.91089 -0.019 -0.028 -0.048 0.257
H 2.80360 -6.59202 -0.84627 -0.027 0.013 -0.043 0.306
H 2.00747 -6.47734 -2.42893 -0.003 0.035 0.021 0.317
H 0.45820 -7.21328 -0.24348 -0.044 -0.025 -0.038 0.373
H 1.62972 -5.37810 1.20597 0.047 -0.058 0.019 0.423
H 0.78562 -3.18797 1.82298 0.023 0.044 0.013 0.541
C 3.21441 -0.06072 4.46008 -0.022 0.089 0.064 -1.889
C 2.46655 -1.38733 4.57922 -0.058 0.091 -0.096 1.964
C 1.89394 -1.52974 5.98509 0.015 -0.086 0.030 -1.947
C 3.39887 -2.55061 4.26391 0.022 -0.058 -0.106 -1.804
N 1.30016 -1.47529 3.66803 0.097 -0.025 0.037 -0.391
N 1.44018 -0.93279 2.35294 -0.281 -0.241 0.505 0.074
H 4.00729 -0.01287 5.20793 0.032 0.011 0.029 0.522
H 2.54853 0.79189 4.61586 -0.060 -0.001 0.014 0.329
H 3.67935 0.06082 3.48386 0.073 -0.019 -0.096 0.394
H 2.68990 -1.62256 6.72474 0.040 0.025 -0.011 0.444
H 1.26513 -2.41881 6.05020 -0.023 -0.042 -0.018 0.407
H 1.28980 -0.65804 6.24638 -0.016 0.040 -0.012 0.410
H 4.28700 -2.53107 4.89622 0.032 0.030 0.059 0.457
H 3.73544 -2.50772 3.22605 0.005 0.027 -0.034 0.323
H 2.88463 -3.50148 4.40393 -0.035 -0.012 0.031 0.390
H 0.52582 -0.99066 4.10740 -0.059 0.025 -0.137 0.090
H 2.08242 -1.51879 1.83151 -0.042 0.086 -0.102 0.384
H 1.79023 0.02453 2.36797 0.008 -0.097 -0.191 -0.246
C 0.13200 1.05522 0.58870 -0.193 -0.524 0.635 0.538
Ge 1.41704 1.93510 -0.50447 0.088 0.113 0.079 0.765
C 2.48692 0.85117 -1.73461 0.074 -0.088 -0.193 -0.312
C 3.41935 1.49983 -2.54979 -0.027 -0.047 -0.050 -0.234
C 4.24089 0.78733 -3.40933 0.014 -0.006 -0.013 -0.853
C 4.14741 -0.59800 -3.47164 -0.002 -0.023 -0.002 -0.674
C 3.23449 -1.25865 -2.66632 -0.019 0.070 0.040 -0.454
C 2.41536 -0.53559 -1.80501 -0.047 -0.161 0.170 0.181
C 2.81803 2.76343 0.62794 0.120 -0.046 0.130 -0.096
C 2.75056 3.99684 1.27511 -0.044 -0.019 0.028 -0.056
C 3.74798 4.42759 2.13904 0.012 -0.020 -0.031 -0.955
C 4.85482 3.63008 2.37994 0.041 0.035 0.043 -0.558
C 4.95224 2.40171 1.74820 -0.004 -0.053 -0.010 -0.692
C 3.94406 1.97806 0.89239 0.032 -0.012 -0.096 -0.261
C 0.62166 3.29610 -1.70488 -0.028 0.217 -0.173 0.191
C 0.18825 4.55356 -1.27481 -0.023 0.006 -0.041 -0.198
C -0.45490 5.44000 -2.12871 0.061 -0.003 -0.036 -0.941
C -0.70069 5.08201 -3.44638 0.001 0.059 -0.017 -0.515
C -0.29078 3.83716 -3.89794 0.034 -0.040 0.038 -0.878
C 0.36569 2.96462 -3.03792 0.112 0.025 -0.075 -0.126
H 3.51020 2.57994 -2.51735 -0.028 0.067 0.029 0.426
H 4.95632 1.30955 -4.03244 0.020 0.028 -0.018 0.379
H 4.78466 -1.15788 -4.14462 0.024 -0.005 -0.029 0.368
H 3.14557 -2.33693 -2.69834 -0.006 -0.062 -0.015 0.445
H 1.71783 -1.07818 -1.17077 0.230 0.202 -0.141 0.227
H 1.90242 4.64724 1.13244 -0.163 0.043 -0.056 0.152
H 3.65513 5.38631 2.63195 -0.019 0.055 0.015 0.403
H 5.63360 3.96305 3.05437 0.019 0.010 0.016 0.356
H 5.81586 1.77109 1.91995 0.014 -0.039 0.002 0.415
H 4.05303 1.01946 0.39641 -0.027 -0.043 0.010 0.343
H 0.32555 4.85721 -0.24808 0.065 -0.006 0.167 0.161
H -0.77214 6.40763 -1.76154 -0.018 0.047 0.025 0.413
H -1.20683 5.76684 -4.11486 -0.018 0.028 -0.018 0.361
H -0.47583 3.54172 -4.92287 -0.011 -0.021 -0.043 0.439
H 0.68598 2.00235 -3.42150 0.000 -0.012 0.020 0.373
C -3.08054 3.28277 -1.62755 -0.094 0.073 -0.056 -0.528
N -3.40506 2.41020 -0.50862 0.027 -0.121 -0.024 0.318
C -2.70397 2.74359 0.71932 0.003 -0.020 0.068 -0.778
C -3.66272 1.09103 -0.76964 0.079 0.010 -0.027 -0.033
N -3.05864 0.13462 -0.13446 -0.053 -0.538 -0.105 -0.366
N -4.61460 0.85058 -1.73080 0.085 0.032 -0.005 0.520
C -5.74689 1.73307 -1.90877 -0.039 0.066 0.008 -1.300
C -4.80012 -0.49113 -2.23978 -0.032 -0.058 -0.028 -1.261
H -1.99823 3.36713 -1.74451 -0.073 -0.033 0.025 -0.340
H -3.48434 4.28423 -1.45922 -0.008 0.010 0.018 0.305
H -3.49886 2.88503 -2.54803 0.001 0.013 -0.033 0.372
H -2.99946 3.75145 1.01766 0.032 0.049 -0.004 0.289
H -1.62002 2.67450 0.59117 -0.023 0.018 0.017 0.170
H -2.99841 2.03994 1.49634 -0.010 0.039 0.013 0.341
H -3.52712 -0.74462 -0.33838 -0.062 0.027 0.150 0.233
H -5.61703 2.62655 -1.30458 -0.031 -0.015 -0.017 0.399
H -6.67015 1.23158 -1.59769 -0.003 -0.001 0.002 0.393
H -5.85692 2.02633 -2.95682 0.011 -0.002 0.000 0.350
H -5.46245 -1.08445 -1.59659 0.012 -0.028 -0.005 0.344
H -3.84451 -0.99953 -2.34970 0.040 0.009 0.012 0.400
H -5.24926 -0.43100 -3.23229 -0.019 0.025 0.011 0.313
```
Positions in Å, forces in eV/Å.

Summary:
- Calculated total energy: -4913.76605 a.u.
- Charge: -1
- E_HOMO: -2.603 eV